No. 1
{
  "formula": "C17H16Cl2Pm",
  "method": "ωB97M-V/def2-TZVPD",
  "symbols": ["C", "C", "C", "H", "C", "C", "H", "H", "H", "H", "Pm", "Cl", "C", "C", "C", "H", "C", "C", "H", "H", "H", "H", "Cl", "C", "C", "C", "C", "C", "C", "C", "H", "H", "H", "H", "H", "H"],
  "coordinates": [[0.474, -3.729, 1.181], [-0.260, -3.881, -0.097], [-1.547, -3.292, 0.039], [0.148, -4.300, -1.038], [-1.663, -2.723, 1.311], [-0.424, -2.993, 2.088], [-0.132, -2.444, 3.013], [1.592, -3.749, 1.247], [-2.339, -3.361, -0.698], [-2.551, -2.217, 1.703], [1.102, -1.560, 1.046], [2.727, -1.452, -1.165], [-0.976, 0.985, -2.506], [-2.194, 0.837, -1.734], [-2.711, -0.462, -1.996], [-2.504, 1.507, -0.922], [-1.827, -1.131, -2.950], [-0.743, -0.247, -3.229], [0.196, -0.519, -3.723], [-0.217, 1.780, -2.345], [-3.459, -0.994, -1.376], [-1.809, -2.232, -3.111], [-1.359, 3.243, 1.040], [0.306, 3.116, 1.000], [1.065, 4.225, 0.751], [2.474, 4.063, 0.571], [3.070, 2.810, 0.712], [2.272, 1.706, 1.027], [0.908, 1.846, 1.249], [0.108, 0.786, 1.858], [0.614, 5.210, 0.615], [3.095, 4.953, 0.382], [4.161, 2.696, 0.572], [2.753, 0.728, 1.102], [0.662, -0.066, 2.408], [-1.012, 0.862, 1.974]],
  "lumo_energy_ev": [0.884, 0.957],
  "homo_energy_ev": [-2.42, -2.43],
  "energy_ha": -2186.01911,
  "multiplicity": 5,
  "homo_lumo_gap_ev": [3.308, 3.384],
  "total_charge": -1,
  "s2": 6.01
}

=====

No. 2
{
  "formula": "C23H27FN4O5",
  "method": "ωB97M-V/def2-TZVPD",
  "symbols": ["O", "C", "N", "C", "C", "O", "C", "O", "N", "C", "C", "C", "C", "C", "C", "C", "C", "O", "C", "O", "N", "C", "C", "N", "C", "C", "C", "C", "F", "C", "C", "C", "C", "H", "H", "H", "H", "H", "H", "H", "H", "H", "H", "H", "H", "H", "H", "H", "H", "H", "H", "H", "H", "H", "H", "H", "H", "H", "H", "H"],
  "coordinates": [[0.233, 4.583, 1.207], [-0.182, 4.411, 0.071], [-1.095, 5.159, -0.555], [-1.852, 6.182, 0.120], [-3.127, 5.600, 0.752], [-2.858, 4.475, 1.542], [0.339, 3.278, -0.815], [-0.089, 3.097, -1.943], [1.259, 2.542, -0.188], [1.935, 1.397, -0.742], [1.740, 0.117, 0.100], [2.992, -0.720, -0.052], [3.196, -1.431, -1.226], [4.344, -2.189, -1.436], [5.281, -2.196, -0.431], [5.085, -1.479, 0.750], [3.951, -0.736, 0.964], [6.162, -1.660, 1.576], [7.044, -2.514, 0.880], [6.486, -2.845, -0.374], [0.585, -0.666, -0.322], [0.401, -1.821, 0.541], [-0.688, -2.716, -0.040], [-1.934, -1.984, -0.105], [-3.143, -2.656, -0.043], [-4.212, -2.359, -0.897], [-5.430, -2.999, -0.768], [-5.591, -3.955, 0.214], [-6.782, -4.590, 0.338], [-4.559, -4.276, 1.076], [-3.350, -3.626, 0.948], [-1.784, -0.806, -0.927], [-0.662, 0.075, -0.374], [-1.390, 4.824, -1.464], [-2.107, 6.978, -0.582], [-1.207, 6.583, 0.909], [-3.622, 6.389, 1.338], [-3.816, 5.258, -0.025], [-2.098, 4.662, 2.108], [1.488, 2.841, 0.754], [3.007, 1.613, -0.793], [1.560, 1.244, -1.755], [1.642, 0.425, 1.160], [2.429, -1.403, -1.982], [4.499, -2.744, -2.346], [3.812, -0.191, 1.883], [7.206, -3.433, 1.466], [8.010, -2.005, 0.732], [0.113, -1.514, 1.562], [1.338, -2.378, 0.595], [-0.379, -3.025, -1.051], [-0.800, -3.608, 0.573], [-4.095, -1.633, -1.685], [-6.248, -2.768, -1.432], [-4.711, -5.020, 1.842], [-2.559, -3.861, 1.643], [-1.547, -1.070, -1.969], [-2.707, -0.225, -0.904], [-0.954, 0.442, 0.627], [-0.559, 0.925, -1.045]],
  "lumo_energy_ev": 0.622,
  "homo_energy_ev": -7.66,
  "smiles": "O=C(NCCO)C(=O)NC[C@H](c1ccc2c(c1)OCO2)N1CCN(c2ccc(F)cc2)CC1",
  "energy_ha": -1587.74929,
  "homo_lumo_gap_ev": 8.284,
  "total_charge": 0,
  "relative_energy_kcal_mol": 8.76
}

=====

No. 3
{
  "formula": "C3H7N",
  "method": "ωB97M-V/def2-TZVPD",
  "symbols": ["C", "C", "C", "N", "H", "H", "H", "H", "H", "H", "H"],
  "coordinates": [[-0.505, 0.536, 1.677], [-0.521, 0.487, 0.344], [0.042, -0.691, -0.393], [0.805, -0.311, -1.609], [-0.723, 1.396, 2.291], [-0.099, -0.367, 2.126], [-1.104, 1.139, -0.305], [-0.814, -1.224, -0.826], [0.737, -1.211, 0.253], [0.405, 0.426, -2.169], [1.776, -0.181, -1.389]],
  "lumo_energy_ev": 1.259,
  "homo_energy_ev": -9.10,
  "smiles": "C=CCN",
  "energy_ha": -173.21101,
  "homo_lumo_gap_ev": 10.363,
  "total_charge": 0,
  "relative_energy_kcal_mol": 19.50
}

=====

No. 4
{
  "formula": "C6H10N2O2",
  "method": "ωB97M-V/def2-TZVPD",
  "symbols": ["C", "C", "C", "C", "O", "O", "H", "H", "H", "H", "H", "H", "C", "N", "C", "N", "H", "H", "H", "H"],
  "coordinates": [[1.526, 1.210, 1.366], [1.397, 0.544, 0.215], [2.324, 0.842, -0.929], [0.696, -0.859, 0.149], [0.829, -1.554, -0.829], [0.246, -1.384, 1.306], [2.108, 2.117, 1.436], [0.780, 1.143, 2.144], [1.884, 0.500, -1.864], [3.263, 0.301, -0.808], [2.558, 1.902, -0.985], [0.693, -1.033, 2.090], [-2.320, -1.121, -1.181], [-2.478, -0.320, 0.015], [-1.751, 0.673, 0.540], [-1.521, 1.447, 1.372], [-3.025, -0.818, -1.954], [-1.314, -0.996, -1.569], [-2.496, -2.176, -0.949], [-3.397, -0.419, 0.435]],
  "lumo_energy_ev": 0.146,
  "homo_energy_ev": -9.47,
  "smiles": "C=C(C)C(=O)O.CNC#N",
  "energy_ha": -494.55093,
  "homo_lumo_gap_ev": 9.611,
  "total_charge": 0,
  "relative_energy_kcal_mol": 58.23
}

=====

No. 5
{
  "formula": "C3H5NO2",
  "method": "ωB97M-V/def2-TZVPD",
  "symbols": ["C", "N", "C", "O", "C", "O", "H", "H", "H", "H", "H"],
  "coordinates": [[1.839, 0.700, 0.967], [0.546, 0.077, 1.182], [-0.403, -0.281, 0.256], [-1.385, -0.939, 0.538], [-0.172, 0.210, -1.188], [-1.003, 0.021, -2.039], [2.418, 0.429, 0.296], [2.473, 0.578, 2.097], [1.660, 1.641, 0.435], [0.382, -0.344, 2.089], [0.766, 0.729, -1.391]],
  "lumo_energy_ev": -0.241,
  "homo_energy_ev": -9.94,
  "smiles": "CNC(=O)C=O",
  "energy_ha": -322.46602,
  "homo_lumo_gap_ev": 9.697,
  "total_charge": 0,
  "relative_energy_kcal_mol": 67.97
}

=====

No. 6
{
  "formula": "C17H38BF5N3O4S",
  "method": "ωB97M-V/def2-TZVPD",
  "symbols": ["C", "C", "S", "C", "B", "C", "C", "C", "C", "F", "F", "C", "F", "F", "F", "C", "O", "N", "O", "H", "H", "H", "H", "H", "H", "H", "H", "H", "H", "H", "H", "H", "H", "H", "H", "C", "C", "C", "O", "C", "N", "H", "H", "H", "H", "H", "H", "H", "H", "H", "H", "H", "C", "C", "C", "O", "C", "N", "H", "H", "H", "H", "H", "H", "H", "H", "H", "H", "H"],
  "coordinates": [[-0.438, -4.334, 2.715], [-0.008, -2.753, 2.472], [-0.070, -1.690, 4.013], [-0.345, 0.121, 3.626], [0.247, 0.628, 2.179], [1.664, 1.492, 2.343], [2.445, 1.567, 0.867], [4.034, 1.947, 1.005], [4.913, 1.755, -0.366], [5.909, 2.878, -0.485], [5.699, 0.498, -0.312], [4.039, 1.732, -1.754], [3.147, 2.903, -1.942], [3.294, 0.441, -1.974], [5.036, 1.791, -2.887], [-0.952, 1.569, 1.476], [-0.692, 1.843, 0.046], [-1.769, 1.582, -0.718], [-1.319, 1.265, -1.810], [-1.467, -4.472, 3.254], [0.457, -4.901, 3.240], [-0.511, -4.814, 1.626], [1.137, -2.791, 2.140], [-0.594, -2.322, 1.553], [0.243, 0.740, 4.461], [-1.467, 0.482, 3.711], [0.470, -0.222, 1.400], [1.442, 2.576, 2.737], [2.389, 0.969, 3.118], [1.928, 2.454, 0.274], [2.228, 0.534, 0.352], [4.186, 3.062, 1.398], [4.477, 1.255, 1.868], [-1.169, 2.542, 2.110], [-1.929, 0.888, 1.513], [1.689, -3.930, -2.498], [2.803, -3.099, -1.865], [4.206, -3.379, -2.456], [4.793, -4.613, -2.035], [4.285, -5.760, -2.696], [2.783, -3.303, -0.410], [1.658, -4.955, -2.120], [0.712, -3.486, -2.272], [1.793, -3.968, -3.587], [2.571, -2.046, -2.066], [4.881, -2.595, -2.099], [4.203, -3.307, -3.551], [4.050, -5.563, -3.746], [3.405, -6.133, -2.169], [5.044, -6.546, -2.652], [3.451, -2.661, 0.019], [3.184, -4.228, -0.227], [-5.596, 4.162, -1.792], [-6.519, 4.422, -0.603], [-5.981, 3.870, 0.739], [-6.083, 2.450, 0.882], [-5.091, 1.717, 0.181], [-7.853, 3.885, -0.909], [-5.668, 3.139, -2.169], [-5.862, 4.821, -2.627], [-4.551, 4.361, -1.532], [-6.604, 5.510, -0.495], [-6.594, 4.290, 1.543], [-4.954, 4.203, 0.929], [-4.123, 2.228, 0.181], [-5.424, 1.522, -0.839], [-4.971, 0.748, 0.673], [-8.494, 4.161, -0.163], [-7.799, 2.866, -0.819]],
  "lumo_energy_ev": 2.605,
  "homo_energy_ev": -4.88,
  "energy_ha": -2057.87749,
  "homo_lumo_gap_ev": 7.485,
  "total_charge": -1
}

=====

No. 7
{
  "formula": "C66H140Cl5N8O16P",
  "method": "ωB97M-V/def2-TZVPD",
  "symbols": ["C", "C", "C", "O", "C", "N", "H", "H", "H", "H", "H", "H", "H", "H", "H", "H", "H", "H", "C", "C", "C", "O", "C", "N", "H", "H", "H", "H", "H", "H", "H", "H", "H", "H", "H", "H", "P", "O", "O", "O", "O", "Cl", "O", "O", "O", "O", "C", "C", "C", "C", "C", "C", "N", "O", "C", "C", "C", "H", "H", "H", "H", "H", "H", "H", "H", "H", "H", "H", "H", "H", "H", "H", "H", "H", "H", "C", "C", "C", "C", "C", "C", "N", "O", "C", "C", "C", "H", "H", "H", "H", "H", "H", "H", "H", "H", "H", "H", "H", "H", "H", "H", "H", "H", "H", "C", "C", "C", "C", "C", "C", "N", "O", "C", "C", "C", "H", "H", "H", "H", "H", "H", "H", "H", "H", "H", "H", "H", "H", "H", "H", "H", "H", "H", "C", "C", "C", "C", "C", "C", "N", "O", "C", "C", "C", "H", "H", "H", "H", "H", "H", "H", "H", "H", "H", "H", "H", "H", "H", "H", "H", "H", "H", "C", "C", "C", "C", "C", "C", "N", "O", "C", "C", "C", "H", "H", "H", "H", "H", "H", "H", "H", "H", "H", "H", "H", "H", "H", "H", "H", "H", "H", "C", "C", "C", "C", "C", "C", "N", "O", "C", "C", "C", "H", "H", "H", "H", "H", "H", "H", "H", "H", "H", "H", "H", "H", "H", "H", "H", "H", "H", "Cl", "C", "C", "Cl", "H", "H", "H", "H", "Cl", "C", "C", "Cl", "H", "H", "H", "H"],
  "coordinates": [[-5.975, -2.056, 0.552], [-6.175, -3.175, 1.596], [-7.588, -3.742, 1.673], [-7.632, -4.933, 2.434], [-8.850, -5.653, 2.381], [-5.171, -4.213, 1.241], [-4.209, -3.848, 1.305], [-5.329, -5.023, 1.831], [-5.152, -4.545, 0.259], [-6.036, -2.563, -0.414], [-5.015, -1.545, 0.585], [-6.805, -1.350, 0.577], [-5.835, -2.717, 2.527], [-7.909, -3.941, 0.646], [-8.223, -2.949, 2.078], [-8.638, -6.655, 2.751], [-9.261, -5.839, 1.385], [-9.639, -5.129, 2.924], [-0.561, -0.185, -2.148], [-0.607, -0.771, -0.711], [-0.291, 0.166, 0.403], [-0.124, -0.615, 1.600], [1.149, -0.386, 2.180], [-1.889, -1.488, -0.423], [-1.988, -1.859, 0.520], [-2.758, -1.079, -0.758], [-1.847, -2.366, -0.994], [-0.702, -1.004, -2.851], [0.478, 0.070, -2.375], [-1.197, 0.695, -2.222], [0.132, -1.575, -0.689], [-1.090, 0.879, 0.617], [0.615, 0.710, 0.131], [1.098, -0.689, 3.228], [1.483, 0.651, 2.226], [1.865, -1.075, 1.731], [-2.407, -4.588, -0.343], [-1.927, -3.795, -1.619], [-1.550, -5.881, -0.284], [-3.817, -5.077, -0.887], [-2.602, -3.778, 0.971], [-4.224, 1.819, -0.457], [-2.926, 2.401, -0.727], [-4.547, 0.794, -1.421], [-4.149, 1.205, 0.844], [-5.242, 2.846, -0.538], [1.635, 3.800, -0.465], [1.020, 4.642, -1.597], [-0.115, 5.448, -0.920], [-0.694, 6.492, -1.829], [0.394, 7.413, -2.327], [1.502, 6.699, -3.051], [2.032, 5.534, -2.247], [3.159, 4.942, -2.715], [1.054, 6.328, -4.477], [2.690, 7.721, -3.155], [0.290, 3.658, -2.543], [2.276, 4.342, 0.230], [2.274, 3.020, -0.885], [0.850, 3.252, 0.057], [-0.953, 4.845, -0.572], [0.171, 6.075, -0.072], [-1.467, 7.004, -1.251], [-1.256, 6.123, -2.692], [0.783, 7.823, -1.388], [0.079, 8.317, -2.849], [1.349, 7.178, -5.093], [1.471, 5.392, -4.845], [-0.018, 6.221, -4.651], [2.203, 8.637, -3.494], [3.250, 7.822, -2.229], [3.341, 7.439, -3.983], [-0.122, 4.084, -3.458], [-0.620, 3.245, -2.102], [0.908, 2.790, -2.779], [-5.083, -2.465, -2.946], [-5.417, -2.942, -4.351], [-6.297, -1.792, -5.010], [-5.541, -0.541, -5.454], [-4.343, -0.973, -6.368], [-3.437, -2.035, -5.741], [-4.207, -3.184, -5.200], [-3.426, -4.265, -4.794], [-2.563, -2.450, -6.923], [-2.469, -1.333, -4.742], [-6.324, -4.172, -4.251], [-4.495, -3.267, -2.488], [-6.025, -2.312, -2.417], [-4.562, -1.508, -2.948], [-6.830, -2.175, -5.885], [-7.005, -1.451, -4.253], [-5.241, 0.002, -4.554], [-6.058, 0.229, -6.030], [-3.846, -0.003, -6.426], [-4.736, -1.280, -7.338], [-1.774, -3.135, -6.601], [-3.044, -3.057, -7.694], [-2.069, -1.602, -7.397], [-1.715, -0.819, -5.335], [-2.987, -0.690, -4.032], [-2.109, -2.193, -4.173], [-6.473, -4.551, -5.263], [-7.287, -3.837, -3.863], [-5.859, -4.926, -3.616], [-2.132, 3.160, 5.352], [-2.320, 3.890, 4.025], [-3.826, 3.665, 3.648], [-4.357, 4.770, 2.625], [-4.106, 6.144, 3.201], [-2.585, 6.385, 3.373], [-2.014, 5.328, 4.235], [-0.726, 5.581, 4.649], [-1.943, 6.399, 1.974], [-2.528, 7.781, 4.057], [-1.413, 3.175, 2.965], [-1.147, 3.380, 5.770], [-2.099, 2.085, 5.211], [-2.889, 3.408, 6.095], [-3.880, 2.686, 3.172], [-4.481, 3.691, 4.518], [-5.448, 4.806, 2.634], [-3.920, 4.684, 1.633], [-4.614, 6.239, 4.163], [-4.531, 6.900, 2.540], [-2.340, 7.172, 1.315], [-0.863, 6.544, 2.045], [-2.036, 5.459, 1.431], [-1.534, 8.223, 3.974], [-3.214, 8.499, 3.607], [-2.784, 7.711, 5.114], [-1.822, 3.343, 1.967], [-1.444, 2.096, 3.112], [-0.383, 3.523, 3.038], [3.513, 2.668, 3.427], [3.601, 2.117, 4.864], [2.108, 2.160, 5.247], [1.843, 1.396, 6.544], [2.420, -0.026, 6.534], [3.935, -0.072, 6.116], [4.128, 0.741, 4.913], [5.333, 0.606, 4.358], [4.732, 0.441, 7.332], [4.157, -1.563, 5.899], [4.425, 3.144, 5.661], [2.795, 2.077, 2.858], [4.485, 2.595, 2.938], [3.168, 3.700, 3.417], [1.630, 3.139, 5.296], [1.519, 1.624, 4.499], [0.774, 1.263, 6.723], [2.245, 1.842, 7.457], [1.865, -0.691, 5.871], [2.365, -0.410, 7.553], [4.253, 1.227, 7.909], [4.921, -0.408, 7.994], [5.747, 0.623, 6.971], [5.218, -1.812, 5.976], [3.722, -2.163, 6.699], [3.734, -1.906, 4.955], [5.470, 2.987, 5.391], [4.348, 2.945, 6.729], [4.091, 4.156, 5.439], [5.590, -0.868, -1.688], [5.432, -0.594, -0.221], [6.378, -1.473, 0.610], [7.857, -1.105, 0.528], [7.940, 0.331, 1.071], [7.062, 1.389, 0.367], [5.712, 0.820, 0.178], [4.829, 1.774, -0.343], [7.042, 2.653, 1.284], [7.789, 1.700, -0.957], [4.005, -1.034, 0.203], [6.529, -0.533, -2.134], [4.816, -0.308, -2.219], [5.434, -1.894, -2.022], [6.062, -1.476, 1.655], [6.290, -2.524, 0.326], [8.280, -1.126, -0.479], [8.536, -1.723, 1.117], [8.965, 0.710, 1.028], [7.777, 0.254, 2.148], [8.018, 3.136, 1.302], [6.224, 3.326, 1.035], [6.876, 2.291, 2.301], [8.492, 2.530, -0.868], [8.301, 0.807, -1.311], [7.084, 2.128, -1.672], [3.274, -0.295, -0.127], [3.962, -1.079, 1.291], [3.779, -2.029, -0.177], [1.019, -2.604, -3.991], [1.906, -3.768, -4.484], [3.207, -3.451, -3.654], [4.149, -4.651, -3.613], [3.406, -5.805, -3.029], [2.142, -6.273, -3.748], [1.318, -5.097, -4.117], [-0.013, -5.281, -4.451], [2.482, -7.182, -4.904], [1.468, -7.147, -2.696], [2.097, -3.699, -5.990], [1.463, -1.652, -4.288], [0.874, -2.616, -2.912], [0.032, -2.687, -4.449], [3.685, -2.667, -4.247], [3.039, -3.022, -2.668], [5.018, -4.403, -2.998], [4.600, -4.901, -4.577], [3.259, -5.614, -1.964], [4.213, -6.542, -2.961], [3.241, -7.912, -4.629], [1.603, -7.597, -5.397], [2.901, -6.535, -5.680], [2.160, -7.914, -2.349], [0.991, -6.585, -1.892], [0.614, -7.673, -3.129], [2.588, -4.531, -6.492], [2.632, -2.785, -6.262], [1.131, -3.547, -6.477], [-4.453, -1.153, 4.216], [-3.039, -1.559, 3.179], [-1.830, -1.932, 4.031], [-1.080, -0.546, 5.001], [-2.925, -0.770, 2.437], [-3.296, -2.447, 2.598], [-1.094, -2.269, 3.304], [-2.063, -2.677, 4.786], [2.581, -4.512, 0.522], [0.972, -5.142, 0.957], [0.260, -4.189, 1.827], [1.056, -4.012, 3.412], [1.133, -6.180, 1.245], [0.476, -5.337, 0.001], [-0.738, -4.537, 2.089], [0.119, -3.223, 1.343]],
  "lumo_energy_ev": [3.338, 3.073],
  "homo_energy_ev": [-1.26, -1.26],
  "energy_ha": -6882.40181,
  "multiplicity": 7,
  "homo_lumo_gap_ev": [4.599, 4.334],
  "total_charge": -2,
  "s2": 12.03
}